1.
{
  "formula": "C6H13NO",
  "method": "ωB97M-V/def2-TZVPD",
  "elements": ["C", "C", "C", "C", "C", "C", "O", "N", "H", "H", "H", "H", "H", "H", "H", "H", "H", "H", "H", "H", "H"],
  "positions_angstrom": [[0.54, 1.34, -0.31], [-0.10, -1.18, -0.09], [0.48, 2.17, 0.96], [-0.29, -1.50, -1.56], [-1.37, -0.91, 0.68], [1.03, -0.36, 0.21], [-0.57, 1.57, -1.13], [2.20, -0.48, 0.67], [-1.35, 1.75, -0.58], [1.42, 1.59, -0.90], [0.40, -2.33, 0.46], [2.43, -1.46, 0.89], [0.41, 3.23, 0.72], [1.37, 2.01, 1.57], [-0.40, 1.91, 1.56], [-0.87, -2.42, -1.66], [0.66, -1.64, -2.07], [-0.84, -0.70, -2.07], [-1.17, -0.54, 1.69], [-1.94, -1.84, 0.78], [-2.02, -0.20, 0.16]],
  "mulliken_charge": [0.1177, 0.9520, -1.3023, -1.4338, -1.4915, -0.0684, -0.5420, -0.7218, 0.3620, 0.4079, 0.3023, 0.2892, 0.3536, 0.3826, 0.3052, 0.4120, 0.3583, 0.3012, 0.3284, 0.4301, 0.2571],
  "e_above_lowest_kcal_mol": 67.4,
  "multiplicity": 1,
  "e_tot_ha": -366.3266,
  "lumo_energy_ev": 0.89,
  "orbital_gap_ev": 9.5,
  "largest_force_ev_per_a": 6.5,
  "homo_ev": -8.603
}



2.
{
  "formula": "C29H26GeN2O5V",
  "method": "ωB97M-V/def2-TZVPD",
  "elements": ["V", "O", "C", "O", "C", "C", "C", "C", "C", "N", "C", "O", "O", "H", "H", "H", "H", "C", "N", "C", "C", "O", "H", "H", "H", "H", "H", "H", "H", "C", "Ge", "C", "C", "C", "C", "C", "C", "C", "C", "C", "C", "C", "C", "C", "C", "C", "C", "C", "C", "H", "H", "H", "H", "H", "H", "H", "H", "H", "H", "H", "H", "H", "H", "H"],
  "positions_angstrom": [[0.17, 0.05, 0.43], [-3.45, -0.73, 2.36], [-2.16, -0.54, 1.95], [-1.94, 0.00, 0.83], [-1.11, -0.89, 2.82], [-1.16, -1.49, 4.11], [0.00, -1.62, 4.80], [1.24, -1.15, 4.26], [1.23, -0.63, 2.99], [0.11, -0.55, 2.27], [2.43, -0.04, 2.24], [3.53, -0.01, 2.80], [2.12, 0.40, 1.08], [-3.96, -0.55, 1.55], [-2.11, -1.82, 4.51], [-0.01, -2.09, 5.78], [2.17, -1.20, 4.79], [0.91, 4.00, 0.05], [0.05, 2.86, 0.06], [-1.35, 3.20, -0.10], [0.53, 1.72, -0.75], [-0.36, 0.97, -1.36], [0.55, 4.75, 0.76], [0.98, 4.48, -0.95], [1.92, 3.71, 0.36], [-1.70, 3.72, 0.80], [-1.93, 2.29, -0.25], [-1.52, 3.86, -0.97], [1.56, 1.86, -1.10], [0.41, -1.55, -0.25], [0.08, -3.35, -0.40], [0.75, -4.27, 1.24], [0.23, -5.45, 1.76], [0.79, -6.04, 2.90], [1.87, -5.45, 3.53], [2.39, -4.26, 3.02], [1.84, -3.68, 1.89], [1.03, -4.28, -1.87], [2.01, -3.58, -2.57], [2.78, -4.21, -3.55], [2.58, -5.55, -3.85], [1.61, -6.26, -3.16], [0.85, -5.63, -2.18], [-1.81, -3.97, -0.51], [-2.63, -3.73, 0.59], [-3.98, -4.07, 0.58], [-4.53, -4.66, -0.55], [-3.74, -4.89, -1.66], [-2.39, -4.54, -1.64], [-0.63, -5.92, 1.29], [0.37, -6.96, 3.29], [2.29, -5.89, 4.42], [3.22, -3.77, 3.52], [2.23, -2.74, 1.51], [2.16, -2.53, -2.33], [3.54, -3.64, -4.08], [3.18, -6.03, -4.61], [1.45, -7.31, -3.38], [0.10, -6.21, -1.63], [-2.21, -3.25, 1.48], [-4.60, -3.87, 1.44], [-5.58, -4.94, -0.57], [-4.17, -5.33, -2.56], [-1.78, -4.71, -2.52]],
  "lowdin_spin": [0.2893, 0.0507, 0.1792, 0.1241, 0.1191, 0.0707, 0.0287, 0.1489, 0.0007, 0.1776, -0.0054, -0.0040, -0.0023, 0.0019, 0.0045, -0.0011, 0.0096, -0.0054, -0.0233, -0.0024, -0.1085, -0.0602, -0.0002, -0.0020, -0.0004, 0.0001, 0.0006, -0.0023, -0.0094, 0.0156, -0.0014, 0.0035, 0.0005, 0.0004, -0.0003, 0.0010, -0.0001, -0.0024, 0.0001, 0.0000, 0.0000, -0.0001, -0.0005, -0.0017, 0.0031, 0.0005, 0.0000, 0.0001, -0.0003, 0.0001, 0.0000, 0.0000, 0.0004, -0.0011, 0.0005, 0.0000, 0.0000, 0.0000, -0.0001, 0.0030, 0.0002, 0.0000, 0.0000, 0.0000],
  "e_above_lowest_kcal_mol": 58.4,
  "total_charge": -2,
  "multiplicity": 2,
  "e_tot_ha": -4627.2798,
  "lumo_energy_ev": [4.72, 4.71],
  "orbital_gap_ev": [4.5, 4.2],
  "largest_force_ev_per_a": 4.3,
  "homo_ev": [0.172, 0.472],
  "s_squared": 0.86
}



3.
{
  "formula": "CH6N4S",
  "method": "ωB97M-V/def2-TZVPD",
  "elements": ["H", "N", "N", "S", "C", "N", "N", "H", "H", "H", "H", "H"],
  "positions_angstrom": [[-2.39, -0.86, 1.19], [-1.50, -0.42, 1.12], [-1.16, -0.01, -0.03], [-1.98, 0.18, -1.33], [0.39, 0.40, -0.11], [0.95, -0.03, -1.26], [1.12, 0.14, 1.01], [0.28, 1.58, -0.19], [0.98, -1.01, -1.30], [0.62, 0.19, -2.16], [0.95, 0.46, 1.92], [1.73, -0.61, 1.14]],
  "mulliken_charge": [0.2359, -0.7887, 0.5468, -0.2687, 0.1299, -0.5556, -0.3902, 0.2509, 0.2410, 0.2622, 0.1755, 0.1610],
  "e_above_lowest_kcal_mol": 35.9,
  "smiles": "[H]/N=[N+](\\[S-])C(N)N",
  "multiplicity": 1,
  "e_tot_ha": -658.8141,
  "lumo_energy_ev": [0.06, 0.06],
  "orbital_gap_ev": [8.5, 8.5],
  "largest_force_ev_per_a": 5.4,
  "homo_ev": [-8.467, -8.467]
}



4.
{
  "formula": "C40H104N6O17",
  "method": "ωB97M-V/def2-TZVPD",
  "elements": ["C", "O", "C", "C", "C", "N", "H", "H", "H", "H", "H", "H", "H", "H", "H", "H", "H", "C", "O", "C", "C", "N", "C", "C", "O", "C", "H", "H", "H", "H", "H", "H", "H", "H", "H", "H", "H", "H", "H", "H", "H", "C", "O", "C", "C", "N", "C", "C", "O", "C", "H", "H", "H", "H", "H", "H", "H", "H", "H", "H", "H", "H", "H", "H", "H", "C", "O", "C", "C", "N", "C", "C", "O", "C", "H", "H", "H", "H", "H", "H", "H", "H", "H", "H", "H", "H", "H", "H", "H", "C", "O", "C", "C", "N", "C", "C", "O", "C", "H", "H", "H", "H", "H", "H", "H", "H", "H", "H", "H", "H", "H", "H", "H", "C", "O", "C", "C", "N", "C", "C", "O", "C", "H", "H", "H", "H", "H", "H", "H", "H", "H", "H", "H", "H", "H", "H", "H", "O", "C", "C", "O", "H", "H", "H", "H", "H", "H", "O", "C", "C", "O", "H", "H", "H", "H", "H", "H", "O", "C", "C", "O", "H", "H", "H", "H", "H", "H"],
  "positions_angstrom": [[0.63, -2.42, 4.45], [-0.49, -1.79, 3.87], [-0.64, -0.42, 4.14], [-1.49, 0.16, 3.04], [-1.50, 1.67, 2.96], [-2.84, -0.39, 3.19], [1.50, -2.34, 3.78], [0.35, -3.47, 4.53], [0.84, -2.04, 5.45], [-1.18, -0.28, 5.09], [0.33, 0.10, 4.19], [-1.06, -0.21, 2.09], [-0.52, 2.02, 2.62], [-1.71, 2.14, 3.92], [-2.26, 2.01, 2.25], [-3.39, -0.37, 2.34], [-2.74, -1.36, 3.47], [1.36, 3.84, 0.48], [2.32, 3.46, -0.48], [3.64, 3.90, -0.24], [3.78, 5.38, -0.56], [3.35, 5.57, -1.95], [3.38, 6.98, -2.32], [2.31, 7.89, -1.71], [1.14, 7.11, -1.55], [-0.03, 7.87, -1.38], [1.77, 3.74, 1.49], [0.50, 3.18, 0.37], [1.01, 4.87, 0.32], [4.33, 3.33, -0.86], [3.89, 3.72, 0.82], [4.83, 5.67, -0.51], [3.20, 5.96, 0.16], [2.38, 5.26, -1.97], [3.17, 6.97, -3.41], [4.39, 7.39, -2.33], [2.10, 8.70, -2.41], [2.62, 8.32, -0.75], [-0.89, 7.23, -1.59], [-0.08, 8.72, -2.07], [-0.13, 8.30, -0.38], [-1.60, 6.64, -7.66], [-1.01, 6.08, -6.50], [-1.95, 5.78, -5.51], [-1.29, 4.88, -4.47], [-1.00, 3.59, -5.07], [-0.26, 2.68, -4.20], [1.08, 3.14, -3.71], [1.96, 3.19, -4.81], [3.31, 3.33, -4.46], [-2.19, 5.89, -8.20], [-0.77, 6.97, -8.30], [-2.19, 7.52, -7.39], [-2.85, 5.28, -5.87], [-2.26, 6.72, -5.01], [-2.02, 4.75, -3.66], [-0.44, 5.41, -4.03], [-0.43, 3.83, -5.88], [-0.08, 1.77, -4.79], [-0.88, 2.34, -3.37], [1.46, 2.45, -2.94], [1.00, 4.12, -3.21], [3.67, 4.36, -4.46], [3.94, 2.80, -5.18], [3.54, 2.89, -3.48], [-2.82, -3.79, 1.58], [-2.43, -5.10, 1.86], [-1.26, -5.49, 1.18], [-0.82, -6.81, 1.73], [-1.66, -7.90, 1.22], [-1.36, -9.15, 1.91], [-1.60, -9.17, 3.42], [-2.76, -8.44, 3.72], [-2.74, -7.87, 5.01], [-3.50, -3.45, 2.37], [-3.39, -3.69, 0.65], [-2.01, -3.05, 1.62], [-0.49, -4.72, 1.34], [-1.43, -5.51, 0.09], [-0.95, -6.70, 2.82], [0.24, -7.00, 1.53], [-2.60, -7.63, 1.48], [-0.30, -9.36, 1.72], [-1.85, -10.00, 1.43], [-0.73, -8.77, 3.95], [-1.72, -10.22, 3.74], [-3.57, -7.18, 5.12], [-1.83, -7.27, 5.16], [-2.74, -8.67, 5.76], [4.12, -2.01, -2.04], [3.98, -1.23, -0.87], [4.41, 0.12, -0.96], [5.81, 0.28, -1.50], [6.82, -0.26, -0.60], [8.20, 0.15, -0.88], [8.72, 0.98, 0.26], [10.13, 1.07, 0.18], [10.75, 1.56, 1.34], [5.12, -2.44, -2.07], [3.91, -1.44, -2.95], [3.39, -2.81, -1.94], [4.34, 0.56, 0.03], [3.70, 0.73, -1.54], [6.02, 1.33, -1.73], [5.85, -0.20, -2.49], [6.72, -1.27, -0.62], [8.19, 0.69, -1.83], [8.84, -0.73, -0.99], [8.41, 0.51, 1.21], [8.29, 1.99, 0.28], [11.20, 2.53, 1.16], [11.54, 0.89, 1.69], [10.07, 1.64, 2.20], [-9.61, -1.81, 4.71], [-8.34, -1.22, 4.58], [-8.40, 0.05, 3.94], [-7.00, 0.46, 3.55], [-7.00, 1.91, 3.30], [-5.79, 2.35, 2.62], [-5.62, 1.77, 1.24], [-4.69, 0.71, 1.28], [-4.43, 0.02, 0.07], [-10.07, -1.97, 3.72], [-10.27, -1.23, 5.35], [-9.45, -2.81, 5.13], [-8.86, 0.76, 4.64], [-9.04, -0.01, 3.06], [-6.73, -0.04, 2.62], [-6.25, 0.19, 4.31], [-7.04, 2.38, 4.19], [-4.89, 2.17, 3.23], [-5.80, 3.45, 2.55], [-5.29, 2.54, 0.51], [-6.57, 1.44, 0.81], [-3.39, 0.21, -0.21], [-5.09, 0.23, -0.76], [-4.45, -1.04, 0.34], [3.07, -2.35, 1.46], [3.17, -3.71, 1.08], [3.03, -4.57, 2.31], [2.84, -5.94, 1.96], [3.35, -1.81, 0.70], [2.47, -4.00, 0.29], [4.19, -3.88, 0.71], [2.14, -4.28, 2.88], [3.90, -4.46, 2.95], [3.61, -6.22, 1.46], [1.41, 0.66, -0.67], [0.04, 0.27, -0.71], [-0.01, -1.23, -0.76], [-1.36, -1.66, -0.87], [1.44, 1.60, -0.46], [-0.60, 0.63, 0.10], [-0.42, 0.70, -1.61], [0.49, -1.66, 0.11], [0.58, -1.60, -1.61], [-1.44, -2.35, -1.54], [-3.70, -5.37, -2.35], [-3.44, -4.88, -3.65], [-2.89, -3.47, -3.63], [-1.54, -3.46, -3.12], [-2.97, -5.93, -2.08], [-2.74, -5.55, -4.16], [-4.36, -4.91, -4.24], [-3.46, -2.80, -2.99], [-2.90, -3.07, -4.65], [-0.95, -3.69, -3.85]],
  "mulliken_charge": [-0.7653, -0.1624, -1.2092, 2.0087, -1.3193, -0.4682, 0.1929, 0.2174, 0.3632, 0.3033, 0.4821, -0.7699, 0.2294, 0.3969, 0.2034, -0.0074, 0.2980, -0.7977, 0.0075, -0.3636, -0.5605, 0.1427, -1.0642, -0.5347, -0.0873, -0.9246, 0.4268, 0.1696, 0.1165, -0.3047, 0.5210, 0.5184, 0.2755, -0.2364, 0.3246, 0.4792, 0.4976, 0.3717, 0.2556, 0.3626, 0.2886, -0.8057, -0.2707, -0.8467, -0.1133, -0.3098, -1.2385, 1.8768, -0.5038, -0.3285, 0.3156, 0.2291, 0.3180, 0.3806, 0.4200, 0.3219, -0.0070, 0.3843, 0.3522, 0.2489, -0.2800, -0.5718, 0.1772, 0.3121, -0.0151, -0.5101, -0.3576, 0.0083, -0.2458, -0.4477, -0.8682, -0.5116, -0.3404, -0.7370, 0.2215, 0.2958, 0.1717, 0.0302, 0.0049, 0.0455, 0.4157, 0.3702, 0.3565, 0.3866, 0.3764, 0.4217, 0.2582, 0.2804, 0.3204, -1.0574, 0.0868, 0.1335, -1.0476, -0.1177, -0.6503, -0.4195, -0.3356, -0.7097, 0.2708, 0.3545, 0.2824, 0.1389, -0.1782, 0.5548, 0.3473, 0.1422, 0.3044, 0.3359, 0.3558, 0.2665, 0.2431, 0.2395, 0.3345, -0.7505, -0.2897, -0.5653, -0.2550, -0.4371, -0.5531, -0.9726, 0.0462, -0.8068, 0.3193, 0.2870, 0.2445, 0.3329, 0.3047, 0.0897, 0.2632, 0.2816, 0.3490, 0.3534, 0.4354, 0.4939, -0.0101, 0.5313, 0.2505, -0.4348, -0.0978, -0.3699, -0.4835, 0.5027, 0.1829, 0.2613, -0.0603, 0.3224, 0.3024, 0.0756, 0.8770, -0.6882, 0.1226, -0.1275, -0.2444, -0.4377, 0.1046, 0.5205, -0.0174, -0.4735, -0.4940, -0.2011, -0.4596, 0.2567, 0.2786, 0.3158, 0.1708, 0.3829, 0.2263],
  "e_above_lowest_kcal_mol": 0.0,
  "smiles": "COC[C@H](C)N.COCCNCCOC.COCCNCCOC.COCCNCCOC.COCCNCCOC.COCCNCCOC.OCCO.OCCO.OCCO",
  "multiplicity": 1,
  "e_tot_ha": -3193.7236,
  "lumo_energy_ev": 0.33,
  "orbital_gap_ev": 8.7,
  "largest_force_ev_per_a": 2.0,
  "homo_ev": -8.349
}